{"formula": "C2H7N2O", "method": "ωB97M-V with the def2-TZVPD basis set", "elements": ["C", "C", "N", "N", "O", "H", "H", "H", "H", "H", "H", "H"], "xyz": [[-2.02173, 1.44329, -1.06103], [-1.24976, 0.20052, -0.49064], [2.80204, -1.64301, 1.35847], [-0.24171, 0.39006, 0.31380], [0.44622, -0.75391, 0.59669], [-1.31057, 1.98675, -1.55325], [-2.84913, 1.09661, -1.52991], [-2.48758, 2.07033, -0.23901], [3.39880, -1.46941, 0.56486], [-1.33969, -0.82472, -0.94383], [1.79872, -1.71427, 1.09031], [3.05437, -0.78225, 1.89353]], "atomic_forces_ev_per_a": [[0.74, -1.43, 5.03], [0.58, 0.72, -0.01], [1.42, 0.14, 1.04], [-0.44, -2.12, -0.43], [-1.24, 1.71, -0.34], [1.22, 1.73, -1.88], [-2.25, -0.87, -2.42], [0.89, -0.51, -0.55], [-0.35, -0.47, -0.73], [-0.27, 0.91, 0.38], [1.08, 1.17, 0.19], [-1.38, -0.99, -0.28]], "lowdin_charge": [-0.128, -0.302, -0.045, -0.189, -0.401, 0.009, -0.005, 0.069, -0.040, 0.081, -0.048, -0.001], "e_homo_ev": -2.578, "gap_ev": 6.98, "lumo_ev": 4.40, "de_lowest_kj_mol": 223.8, "molar_mass_g_mol": 75.091, "charge": -1}

---

{"formula": "C4H11NO2", "method": "ωB97M-V with the def2-TZVPD basis set", "elements": ["C", "C", "O", "N", "C", "C", "H", "H", "H", "H", "H", "H", "H", "H", "H", "O", "H", "H"], "xyz": [[-1.51288, 1.14488, 1.06778], [-0.45376, 0.10087, 0.89366], [-0.59687, -0.97960, 1.41415], [0.81216, 0.29579, 0.29379], [1.38793, -1.02851, -0.01123], [1.08303, 1.46012, -0.54564], [-1.84414, 1.59789, 0.10795], [-2.41871, 0.59459, 1.44991], [-1.25816, 1.87115, 1.83111], [0.87140, -1.35997, -0.97702], [1.23878, -1.82988, 0.73225], [2.49003, -1.06250, -0.15966], [0.70583, 1.29256, -1.60978], [0.56260, 2.38596, -0.22269], [2.17742, 1.63271, -0.51113], [-1.24078, -1.80454, -1.43954], [-0.99314, -2.64088, -1.78307], [-1.01073, -1.67063, -0.53084]], "atomic_forces_ev_per_a": [[-1.61, -0.37, -0.67], [2.27, 0.50, 0.25], [-1.54, -1.24, 0.57], [-1.87, 0.02, 0.94], [0.86, -0.68, -2.02], [-0.08, -0.32, -1.12], [0.53, 0.08, 0.65], [1.03, 0.48, -0.33], [0.24, 0.33, -0.18], [1.14, 0.17, 1.15], [-0.32, 1.04, -0.13], [-0.65, 0.82, -0.13], [0.79, 0.10, 1.04], [0.33, -0.79, 0.31], [-0.67, 0.07, -0.35], [-1.13, 1.64, -1.06], [0.47, -1.16, 0.14], [0.21, -0.69, 0.92]], "lowdin_charge": [0.000, -0.523, 0.015, -0.147, -0.075, -0.070, 0.092, 0.104, 0.083, 0.091, 0.091, 0.090, 0.106, 0.084, 0.088, -0.037, 0.026, -0.019], "e_homo_ev": -9.198, "gap_ev": 10.07, "lumo_ev": 0.87, "de_lowest_kj_mol": 129.0, "molar_mass_g_mol": 105.137, "smiles": "CC(=O)N(C)C.O"}

---

{"formula": "C22H63N3O13", "method": "ωB97M-V with the def2-TZVPD basis set", "elements": ["C", "O", "C", "C", "C", "N", "H", "H", "H", "H", "H", "H", "H", "H", "H", "H", "H", "C", "O", "C", "C", "C", "N", "H", "H", "H", "H", "H", "H", "H", "H", "H", "H", "H", "C", "O", "C", "C", "C", "N", "H", "H", "H", "H", "H", "H", "H", "H", "H", "H", "H", "O", "C", "C", "O", "H", "H", "H", "H", "H", "H", "O", "C", "C", "O", "H", "H", "H", "H", "H", "H", "O", "C", "C", "O", "H", "H", "H", "H", "H", "H", "O", "C", "C", "O", "H", "H", "H", "H", "H", "H", "O", "C", "C", "O", "H", "H", "H", "H", "H", "H"], "xyz": [[-2.97846, 3.63779, -2.53657], [-2.26108, 4.80242, -2.33627], [-1.55022, 4.78263, -1.07651], [-2.55412, 4.89044, 0.10664], [-1.94676, 5.57602, 1.31837], [-2.86166, 3.57949, 0.66914], [-3.76989, 3.47873, -1.80415], [-2.36906, 2.75190, -2.71526], [-3.54846, 3.75278, -3.45852], [-0.82258, 3.97114, -1.08769], [-0.73299, 5.48882, -0.92977], [-3.42627, 5.49876, -0.13295], [-1.44501, 6.50221, 1.03814], [-1.20172, 5.09641, 1.95319], [-2.72322, 5.72178, 2.06935], [-1.95558, 3.25832, 0.97892], [-3.45198, 3.86397, 1.43770], [1.25293, 3.33615, 4.37724], [0.20181, 2.43713, 4.81753], [-0.11962, 1.26616, 4.16417], [-0.97782, 0.29662, 5.09592], [-0.17777, -0.34206, 6.21874], [-1.46891, -0.72300, 4.27547], [2.22858, 2.88410, 4.19869], [1.31635, 3.90507, 5.30482], [1.00787, 4.00239, 3.55009], [-0.51022, 1.46329, 3.16584], [0.79176, 0.70462, 3.95883], [-1.77875, 0.91294, 5.50428], [0.35516, -1.27888, 6.05611], [-0.82400, -0.57006, 7.06638], [0.67477, 0.30826, 6.41463], [-2.08129, -0.37862, 3.54987], [-0.62005, -0.92782, 3.76794], [-2.60070, -2.61882, -4.83784], [-1.58607, -3.66155, -4.61409], [-0.47886, -3.43539, -5.49531], [0.53722, -2.47973, -4.74457], [1.86183, -2.32635, -5.54319], [0.79388, -2.99301, -3.35626], [-3.41732, -2.45152, -4.13552], [-2.97924, -2.81754, -5.84050], [-2.04343, -1.68848, -4.94742], [0.12021, -4.28995, -5.80986], [-0.81419, -3.30309, -6.52398], [0.09901, -1.49706, -4.57016], [1.80873, -1.98741, -6.57779], [2.21999, -3.31940, -5.81461], [2.74407, -1.94298, -5.03058], [1.35327, -3.83378, -3.33955], [-0.02751, -3.33516, -2.87841], [-5.89381, -1.40063, 0.19325], [-5.14681, -0.99662, -0.92965], [-4.23734, 0.24330, -0.61931], [-4.98445, 1.44934, -0.65818], [-5.30323, -1.85861, 0.79580], [-4.55476, -1.69207, -1.52457], [-5.98647, -0.62495, -1.51696], [-3.37404, 0.27115, -1.28417], [-3.72030, 0.09685, 0.32902], [-4.51148, 1.91328, 0.03656], [3.97277, 0.82687, -1.93668], [3.23827, 1.72444, -2.73892], [2.71878, 2.97537, -1.94395], [2.17644, 2.58176, -0.70504], [3.50607, 0.74346, -1.10192], [3.82181, 2.00654, -3.61527], [2.36594, 1.14647, -3.04402], [2.22787, 3.74440, -2.54036], [3.67217, 3.41845, -1.65615], [1.96540, 3.47103, -0.41134], [3.71413, -1.67727, 2.17600], [2.77444, -1.77471, 3.20996], [3.25090, -1.29923, 4.61354], [3.36637, 0.13751, 4.68942], [3.49441, -2.21776, 1.41364], [2.02848, -1.03135, 2.92880], [2.40896, -2.80030, 3.26193], [4.09334, -1.87022, 5.00387], [2.50846, -1.43821, 5.39940], [3.84496, 0.55987, 3.97236], [0.51349, -0.62428, -1.59305], [0.91639, -0.78585, -0.20586], [-0.04226, 0.04615, 0.72316], [0.17320, 1.46136, 0.65471], [0.81996, -1.40245, -2.06436], [0.77328, -1.79614, 0.17747], [1.95615, -0.45894, -0.21709], [-0.13326, -0.37411, 1.72476], [-1.01940, 0.18259, 0.25983], [0.18884, 1.61728, -0.29242], [2.98988, -3.47296, 0.25306], [2.04337, -4.46269, 0.42984], [2.47639, -5.78013, -0.25231], [2.85367, -5.51370, -1.66797], [3.63588, -3.82639, -0.36288], [1.91761, -4.51809, 1.51115], [1.09239, -3.99384, 0.17704], [1.70914, -6.54486, -0.13148], [3.35972, -6.04758, 0.32761], [3.07579, -6.30202, -2.16879]], "atomic_forces_ev_per_a": [[-1.46, -0.56, -0.94], [1.83, 1.29, 1.03], [-0.76, 0.00, -0.20], [2.47, -0.48, 0.87], [0.71, 1.79, 0.41], [-1.48, -0.52, -1.26], [0.39, -0.31, 0.41], [0.29, -0.17, 0.52], [0.15, 0.29, -0.27], [-0.83, -1.47, 0.47], [-0.81, 1.56, -0.90], [-0.09, -0.46, -0.62], [-0.41, 0.55, 0.21], [0.33, -0.97, -0.70], [-0.26, 0.63, -0.18], [-0.18, -0.53, 0.56], [0.11, -0.92, 0.70], [-0.79, -0.51, 1.41], [0.41, 1.28, 0.29], [0.78, -1.00, 0.51], [0.81, 2.40, -0.18], [0.80, 0.53, 0.38], [-0.62, -1.69, -1.46], [-0.16, -0.52, -0.08], [0.48, 0.53, -0.36], [-0.40, -0.24, -0.19], [-0.90, -0.05, -0.02], [0.53, -0.30, -0.05], [-0.11, -0.10, 0.21], [-0.49, -0.29, -1.02], [0.21, 0.46, 0.22], [-0.30, 0.42, 0.87], [-0.37, 0.25, -0.02], [0.06, -1.14, -0.48], [1.71, -0.10, -1.56], [-0.72, 0.08, -0.04], [0.65, 0.40, 0.71], [0.02, -0.19, -0.29], [0.11, -1.62, -0.15], [0.47, 0.06, -0.50], [0.47, -0.89, 0.42], [-0.56, 0.02, 0.05], [-0.21, 0.33, 0.26], [-0.14, -1.15, 1.44], [-0.42, 1.71, -0.06], [-0.13, 0.04, -0.24], [-0.57, 1.05, 0.30], [-0.07, -0.75, 0.46], [-0.51, 0.67, 0.23], [0.68, -0.03, -0.40], [-0.77, 0.44, -0.41], [0.65, -1.01, 0.41], [-0.29, 2.72, -0.16], [-0.37, -1.39, -0.65], [0.61, -0.74, 0.60], [-0.03, -0.09, 0.28], [-0.20, -0.80, 0.50], [0.50, 0.14, -0.84], [-0.11, 0.10, -0.77], [-0.39, -0.05, 0.60], [-0.22, 1.24, -0.04], [0.78, 0.47, 0.11], [-2.08, 0.02, 0.48], [3.80, -1.17, -0.92], [-1.10, 0.62, -0.83], [-0.07, 0.00, 0.19], [0.06, 0.10, 0.21], [-0.32, 0.17, -0.58], [-0.81, -0.46, -0.03], [0.36, 0.64, -0.20], [-0.44, -0.26, 1.30], [1.70, 0.70, 0.71], [-0.20, 0.64, 0.40], [-0.28, 0.65, -0.59], [0.16, -0.34, 0.26], [-0.39, -0.39, -0.02], [-0.95, -0.35, 0.32], [-0.41, -0.01, 0.25], [0.69, 0.35, -0.42], [-0.52, -0.54, -0.50], [0.27, -0.57, -0.29], [-0.44, 0.26, 1.40], [-1.40, 1.02, -0.15], [-0.26, 0.73, -2.31], [1.14, 0.37, 1.33], [0.25, -0.54, -0.57], [0.41, -0.35, -0.45], [0.04, -0.15, 0.99], [0.38, 0.51, 0.03], [-0.65, -2.33, -0.02], [0.31, 0.37, -0.15], [1.54, 0.66, -0.69], [-1.18, -0.01, 0.22], [0.09, 0.89, -0.39], [-0.80, 0.51, 1.74], [0.29, 0.39, -0.33], [0.17, -1.16, 0.24], [-0.40, -0.64, -0.95], [0.02, 0.01, -0.29], [0.22, -0.46, -0.28], [-0.03, -0.32, 0.46]], "lowdin_charge": [-0.142, -0.171, -0.157, -0.394, -0.092, 0.041, 0.068, 0.090, 0.090, 0.108, 0.113, 0.151, 0.076, 0.072, 0.080, 0.062, 0.075, -0.059, -0.183, -0.218, -0.434, -0.052, 0.031, 0.076, 0.088, 0.070, 0.103, 0.098, 0.140, 0.062, 0.078, 0.078, 0.073, 0.047, -0.056, -0.207, -0.200, -0.358, -0.060, 0.042, 0.081, 0.081, 0.074, 0.111, 0.118, 0.116, 0.076, 0.061, 0.076, 0.065, 0.075, -0.056, -0.239, -0.248, -0.068, 0.081, 0.103, 0.118, 0.100, 0.103, 0.038, -0.061, -0.230, -0.230, -0.069, 0.059, 0.119, 0.100, 0.121, 0.110, 0.089, -0.072, -0.239, -0.197, -0.085, 0.027, 0.094, 0.114, 0.112, 0.093, 0.082, -0.092, -0.175, -0.190, -0.115, 0.019, 0.094, 0.107, 0.082, 0.108, 0.052, -0.077, -0.253, -0.153, -0.080, 0.101, 0.116, 0.106, 0.119, 0.117, 0.082], "e_homo_ev": -9.173, "gap_ev": 9.37, "lumo_ev": 0.20, "de_lowest_kj_mol": 573.8, "molar_mass_g_mol": 577.754, "smiles": "COC[C@H](C)N.COC[C@H](C)N.COC[C@H](C)N.OCCO.OCCO.OCCO.OCCO.OCCO"}